Below is a 2-piece molecular cluster, C2H6O2Si overall at a distorted geometry, with properties calculated with ωB97M-V with the def2-TZVPD basis set.

```
11
C2H6O2Si | the OMol25 dataset | ωB97M-V with the def2-TZVPD basis set
C 2.893 0.211 -0.419
C 1.887 -0.388 0.159
O -4.349 -0.099 -0.084
O -1.173 0.479 -0.258
Si 0.139 0.283 0.455
H 3.929 -0.069 -0.481
H 2.532 1.099 -0.977
H 2.097 -1.252 0.780
H -4.541 -0.592 -0.937
H -3.350 0.006 -0.120
H -0.063 0.321 1.882
```

The value obtained for the strongest force on any atom is 2.9 eV Å⁻¹. Its SMILES is C=C[SiH]=O.O. The calculation puts the HOMO energy at -10.57 eV. For the calculated total energy, the calculation gives -519.7256 a.u. The gap between HOMO and LUMO comes out at 10.101 eV. The energy relative to the best compared isomer or geometry (same formula, charge and spin) is 255.1 kJ/mol.

***

Below is one molecule with the formula C4H7NO2, with properties calculated with ωB97M-V with the def2-TZVPD basis set.

```
14
C4H7NO2 | the OMol25 dataset | ωB97M-V with the def2-TZVPD basis set
C -2.199 -0.250 -0.225
C -0.748 0.133 -0.158
N -0.218 1.269 -0.339
O 0.015 -0.929 0.186
C 1.326 -0.644 0.662
C 2.197 0.246 -0.208
O 3.113 0.863 0.278
H -2.600 -0.294 0.793
H -2.775 0.482 -0.797
H -2.317 -1.240 -0.671
H -0.907 1.964 -0.612
H 1.285 -0.199 1.661
H 1.813 -1.623 0.727
H 2.014 0.219 -1.297
```

The value obtained for the strongest force on any atom is 0.5 eV Å⁻¹. Its SMILES is [H]/N=C(\C)OCC=O. The calculation puts the HOMO energy at -9.62 eV. For the calculated total energy, the calculation gives -361.8283 a.u. The gap between HOMO and LUMO comes out at 10.416 eV. The energy relative to the best compared isomer or geometry (same formula, charge and spin) is 138.0 kJ/mol.

***

Below is one molecule with the formula C4H6FNO at a distorted geometry, with properties calculated with ωB97M-V with the def2-TZVPD basis set.

```
13
C4H6FNO | the OMol25 dataset | ωB97M-V with the def2-TZVPD basis set
C 0.401 0.149 -1.556
C 0.873 0.259 -0.035
C 0.531 -0.778 0.936
C -1.549 0.592 1.025
H -0.800 -0.037 -1.556
H 0.616 1.260 -2.013
H 1.835 0.575 0.256
H 0.042 -1.756 0.789
H 1.338 -0.902 1.582
H -2.010 1.524 0.702
N -0.173 0.452 0.932
O -2.204 -0.380 1.253
F 1.100 -0.959 -2.315
```

The value obtained for the strongest force on any atom is 4.0 eV Å⁻¹. Its SMILES is O=CN1C[C@H]1CF. The calculation puts the HOMO energy at -9.75 eV. For the calculated total energy, the calculation gives -385.7644 a.u. The gap between HOMO and LUMO comes out at 10.626 eV. The energy relative to the best compared isomer or geometry (same formula, charge and spin) is 286.5 kJ/mol.

***

- Which value of gap between HOMO and LUMO does entry 1 give?
  10.101 eV

***

- Which formula does entry 2 have?
  C4H7NO2

***

- The highest energy relative to the best compared isomer or geometry (same formula, charge and spin) belongs to which entry?
  C4H6FNO

***

- Which formula does entry 2 have?
  C4H7NO2